Arrangement 1

Density functional theory data (ωB97M-V with the def2-TZVPD basis set) for a 2-piece molecular cluster, CH2F2N2OP overall.

E_LUMO (alpha / beta)   -6.45 / -7.05 eV
Total charge   +1
Kohn-Sham gap (alpha / beta)   9.07 / 5.58 eV

Positions of all 9 atoms, in Å:
N  1.184  0.564  0.178
C  -0.535  0.057  1.688
N  0.486  -0.961  -1.483
F  -1.174  0.277  0.579
F  -0.931  0.888  2.626
P  0.344  -0.554  -2.857
O  1.057  0.389  1.327
H  -0.545  -0.960  1.985
H  0.114  0.299  -4.041


Arrangement 2

Density functional theory data (ωB97M-V with the def2-TZVPD basis set) for an isolated ion of composition CH2F2N2OP and charge +1.

SMILES   N#P=[NH+]OC(F)F
E_LUMO   -8.23 eV
Total charge   +1
Kohn-Sham gap   8.52 eV

Positions of all 9 atoms, in Å:
C  -0.269  0.705  1.043
H  -1.194  -1.742  -0.807
F  1.075  0.342  0.951
N  -0.750  -0.741  -0.727
O  -0.988  -0.404  0.608
F  -0.389  1.816  0.440
N  2.111  -0.301  -2.205
H  -0.471  0.876  2.108
P  0.875  -0.552  -1.411


Arrangement 3

Density functional theory data (ωB97M-V with the def2-TZVPD basis set) for an isolated ion of composition CH2F2N2OP and charge +1.

SMILES   N#[N+]POC(F)F
E_LUMO   -7.07 eV
Total charge   +1
Kohn-Sham gap   10.22 eV

Positions of all 9 atoms, in Å:
H  0.532  -2.220  -0.280
O  -0.928  -0.537  -0.206
N  2.172  -0.500  -0.369
P  0.489  -1.148  0.598
H  -2.403  0.668  0.030
N  2.972  0.239  -0.447
C  -1.245  0.748  0.127
F  -0.837  1.682  -0.748
F  -0.750  1.068  1.294


Which one sits at the top of the stability order? arrangement 3 does.


Arrangement 1

Density functional theory data (ωB97M-V with the def2-TZVPD basis set) for a 2-piece molecular cluster, C3H6N3O overall.

E_LUMO   -5.98 eV
Total charge   +1
Kohn-Sham gap   9.29 eV

Positions of all 13 atoms, in Å:
H  -2.693  -0.197  0.747
C  2.454  0.453  -0.025
N  0.108  -2.352  -0.161
N  -0.213  -1.222  -0.110
H  0.208  0.749  -0.004
N  2.267  1.597  -0.216
H  -2.202  1.402  0.528
C  -2.005  0.377  0.060
H  0.280  -2.873  0.693
H  2.014  2.276  -0.908
O  2.715  -0.594  0.420
C  -0.525  -0.032  -0.086
H  -2.407  0.417  -0.938


Arrangement 2

Density functional theory data (ωB97M-V with the def2-TZVPD basis set) for an isolated ion of composition C3H6N3O and charge +1.

SMILES   N[N+]1=C(O)C=NC1
E_LUMO   -5.29 eV
Total charge   +1
Kohn-Sham gap   10.19 eV

Positions of all 13 atoms, in Å:
H  -1.166  -1.659  0.207
N  0.135  0.821  1.231
H  0.444  0.154  1.919
H  2.444  0.676  0.365
H  -0.773  1.254  1.380
C  -1.035  -0.773  -0.454
C  0.522  -0.702  -1.990
H  1.088  -0.869  -2.861
N  -0.681  -1.066  -1.767
N  0.132  0.101  0.075
C  1.103  0.006  -0.799
H  -1.972  -0.195  -0.196
O  2.343  0.379  -0.545


Which one sits at the top of the stability order? arrangement 2 does.


Arrangement 1

Density functional theory data (ωB97M-V with the def2-TZVPD basis set) for the molecule C6H8S.

SMILES   CC1=C(S)C12CC2
E_LUMO   0.76 eV
Kohn-Sham gap   8.61 eV

Positions of all 15 atoms, in Å:
H  1.810  -0.987  1.279
C  0.940  -1.378  0.773
H  1.807  -0.982  -1.260
S  -2.985  -0.300  0.001
C  0.934  -1.371  -0.755
H  0.783  2.523  0.867
C  -0.335  0.967  -0.005
C  0.128  2.358  0.011
C  -1.304  0.074  0.001
H  -2.819  -1.621  -0.127
H  0.487  -2.221  -1.251
H  0.496  -2.225  1.279
H  -0.720  3.038  0.072
C  0.080  -0.453  0.008
H  0.698  2.577  -0.893


Arrangement 2

Density functional theory data (ωB97M-V with the def2-TZVPD basis set) for C6H8S as an isolated structure.

E_LUMO   0.93 eV
Kohn-Sham gap   9.94 eV

Positions of all 15 atoms, in Å:
C  -0.032  -0.148  0.201
H  0.336  1.779  1.134
C  1.363  0.131  -0.371
H  -0.704  0.728  -2.882
H  2.119  0.497  0.382
C  -0.378  0.489  -1.879
S  -0.324  -1.160  1.690
H  1.804  -0.623  -1.052
C  -0.186  1.347  0.303
C  0.589  1.285  -1.040
H  -1.570  -1.270  -1.222
H  -1.148  1.775  0.270
C  -0.816  -0.456  -1.074
H  0.008  -2.291  1.081
H  1.098  2.078  -1.587


Arrangement 3

Density functional theory data (ωB97M-V with the def2-TZVPD basis set) for the molecule C6H8S.

SMILES   C[C@H]1CC2=C[C@@H]2S1
E_LUMO   0.78 eV
Kohn-Sham gap   8.68 eV

Positions of all 15 atoms, in Å:
C  0.494  -0.437  -1.353
H  2.160  0.566  -2.639
H  -0.779  1.022  -2.601
H  -0.997  0.530  2.720
C  1.349  0.372  -1.884
H  -1.944  -0.218  1.477
H  -0.670  -1.590  -0.111
S  -0.442  1.731  -0.174
C  -0.954  -0.100  1.803
H  -0.502  -1.082  2.016
C  0.240  -1.029  -0.046
C  0.098  0.250  0.759
H  1.005  0.655  1.347
H  1.018  -1.623  0.413
C  -0.076  0.953  -1.726


Which one sits at the top of the stability order? arrangement 2 does.


Arrangement 1

Density functional theory data (ωB97M-V with the def2-TZVPD basis set) for a 2-piece molecular cluster, H6NO overall.

E_LUMO   -4.14 eV
Total charge   +1
Kohn-Sham gap   13.32 eV

Positions of all 8 atoms, in Å:
H  0.757  1.343  -0.923
O  -0.484  -0.437  1.338
H  -0.720  -1.227  1.876
H  0.060  0.141  0.048
N  0.510  0.336  -0.867
H  -1.347  -0.018  1.120
H  1.371  -0.237  -0.959
H  -0.147  0.098  -1.634


Arrangement 2

Density functional theory data (ωB97M-V with the def2-TZVPD basis set) for a 2-piece molecular cluster, H6NO overall.

E_LUMO   -4.11 eV
Total charge   +1
Kohn-Sham gap   13.05 eV

Positions of all 8 atoms, in Å:
H  0.394  0.805  1.550
O  -0.295  -1.317  -0.777
H  -0.100  -2.243  -0.508
H  -0.975  1.151  0.612
H  0.542  1.755  0.153
N  0.044  0.953  0.584
H  0.177  -1.203  -1.633
H  0.214  0.098  0.020


Which one sits at the top of the stability order? arrangement 2 does.